DFT (wB97M-V/def2-TZVPD) results for 2 unconnected molecules or ions with the total composition H5NO at a distorted geometry.

XYZ file:
```
7
Properties=species:S:1:pos:R:3
N 1.0702 0.0309 0.0121
H 1.5595 0.7710 -0.3864
H 1.2988 -0.2078 0.9885
O -2.1763 -0.0393 0.0139
H -1.3844 -0.5768 -0.0962
H 1.3626 -0.8305 -0.5362
H -1.7303 0.8525 0.0042
```

As for the SMILES: N.O. The calculation puts the gap between HOMO and LUMO at 11.48 eV. The charge is 0.

Charges per atom according to Löwdin partitioning, unit e: N 0.009; H -0.023; H 0.032; O -0.105; H -0.010; H 0.051; H 0.046

=====

DFT (wB97M-V/def2-TZVPD) results for 6 unconnected molecules or ions with the total composition CH14O5S2 at a distorted geometry.

XYZ file:
```
22
Properties=species:S:1:pos:R:3
H 0.8969 3.8422 -0.8520
H -2.4688 -1.9147 0.2678
H 0.8015 3.0436 -2.0725
H 0.1897 -0.4765 -3.1388
H -0.4101 0.4595 2.8651
O -0.1382 0.1751 -2.5077
H 2.2446 -1.4021 -1.1699
O 1.8612 -1.8533 -1.9732
H 0.6626 0.4142 -2.0167
H 1.5730 1.0289 -0.5661
S -0.2050 -2.0187 2.2709
H 0.5027 1.6554 2.8937
H -2.0787 -0.1023 0.5318
S -2.1936 -1.5746 2.5797
O 1.3045 3.0717 -1.2536
H 1.9705 -2.7842 -1.6146
O 1.2478 0.2777 -0.0624
H -3.6570 -0.7965 0.9858
H -0.2370 -1.9267 0.9228
H 0.7952 0.7485 0.7320
O -0.0572 1.1454 2.2877
C -2.6045 -1.0126 0.8901
```

The calculation puts the gap between HOMO and LUMO (alpha / beta) at 8.15 / 4.97 eV. The spin multiplicity is 2. The charge is +1.

Charges per atom according to Löwdin partitioning, unit e: H 0.050; H 0.068; H 0.051; H 0.030; H -0.031; O -0.079; H 0.037; O -0.097; H -0.020; H 0.007; S 0.646; H 0.089; H 0.084; S 0.695; O -0.037; H 0.068; O -0.123; H 0.045; H -0.097; H 0.042; O -0.070; C -0.359

=====

DFT (wB97M-V/def2-TZVPD) results for a single C19H17FN2O3S molecule.

XYZ file:
```
43
Properties=species:S:1:pos:R:3
H -4.9887 1.0699 0.8077
C -0.5136 -1.5939 0.9260
H 6.1069 0.6519 -0.0128
C 1.3936 2.0084 0.1468
H 6.3615 0.2337 -1.7345
C -0.6818 -0.7820 2.1945
C -2.2429 -2.4374 -1.9512
H -0.6630 1.1033 -1.5758
C -4.0387 1.0646 0.2981
H 4.5871 -1.5237 -1.5394
C 3.4750 1.0327 -0.5546
N -3.4687 -3.7154 -0.0695
O 4.1451 -1.0779 0.4241
C -1.6116 1.0946 -1.0611
O 4.5981 1.1208 -1.3377
H -3.4710 -0.8883 0.9581
H -0.4731 -1.2243 -2.2067
O 0.1443 -2.6131 0.9325
H -2.8999 -1.6269 -2.2825
C 2.1318 -0.0627 1.1263
H 2.7099 2.8625 -1.3172
C -3.1842 -0.0182 0.3870
C -1.9594 0.0021 -0.2727
N -1.0913 -1.1175 -0.2084
H -2.2033 3.0408 -1.7535
H 0.6598 2.7967 0.0919
F -4.4921 3.2065 -0.5646
H -2.0561 -3.1069 -2.7940
C -2.9240 -3.1676 -0.9110
C -0.9105 -1.8677 -1.4372
H 2.0172 -0.8954 1.7994
C -2.4610 2.1794 -1.1582
H 5.8610 -1.8219 -0.3190
C 2.5297 2.0483 -0.6338
C 5.0745 -1.1351 -0.6345
H -0.0526 -1.2280 2.9655
C 3.2630 -0.0377 0.3207
S -0.2725 0.9878 2.0246
C 5.6336 0.2574 -0.9224
C -3.6612 2.1514 -0.4699
C 1.1967 0.9526 1.0310
H -0.2160 -2.6791 -1.2042
H -1.7166 -0.7935 2.5344
```

As for the SMILES: N#CCCN(C(=O)CSc1ccc2c(c1)OCCO2)c1ccc(F)cc1. The calculation puts the gap between HOMO and LUMO at 8.55 eV. The charge is 0.

Charges per atom according to Löwdin partitioning, unit e: H 0.123; C -0.515; H 0.140; C -0.126; H 0.133; C -0.337; C -0.137; H 0.117; C 0.014; H 0.139; C -0.201; N 0.169; O -0.015; C -0.031; O -0.027; H 0.118; H 0.128; O 0.068; H 0.123; C 0.002; H 0.122; C -0.023; C -0.288; N -0.016; H 0.122; H 0.102; F 0.064; H 0.126; C -0.237; C -0.123; H 0.123; C 0.008; H 0.134; C 0.006; C -0.147; H 0.088; C -0.187; S 0.976; C -0.149; C -0.270; C -0.521; H 0.128; H 0.079

=====

DFT (wB97M-V/def2-TZVPD) results for a single C12H9N5O3 molecule at a distorted geometry.

XYZ file:
```
29
Properties=species:S:1:pos:R:3
H 2.8899 -0.2602 3.0155
H -1.6669 2.2169 -1.5921
N -3.3808 -0.0120 -1.0638
O -1.7213 0.8754 2.5230
C 2.2994 0.1922 2.2383
H 2.5709 0.5573 -1.0882
C 0.9549 0.5767 2.4461
H 0.4839 0.3176 3.4305
C -3.8456 -0.7434 -2.0863
C -1.7798 1.6644 0.4632
C -3.2695 1.7192 0.5332
N -1.0953 1.1770 1.4995
O -5.0568 -0.8005 -2.0622
H -3.3457 -2.7190 -3.0411
C 2.2001 0.8145 -0.0814
C 2.9279 0.3500 0.9998
C -1.0721 1.9602 -0.7524
H -2.7654 -1.4395 -3.9087
N 0.1768 1.6342 -0.9039
N -0.7070 -1.8811 -1.5036
C -2.9139 -1.7474 -2.8844
N -4.0638 1.0326 -0.2822
H 3.9172 -0.0215 0.8308
C 0.9007 1.2604 0.1441
C -1.6308 -1.9303 -2.1543
H -3.6694 2.2164 1.3300
H -2.4838 -0.2810 -0.7309
C 0.2769 1.1189 1.3871
O 0.6744 1.7995 -2.0004
```

The calculation puts the gap between HOMO and LUMO at 7.19 eV. The charge is 0.

Charges per atom according to Löwdin partitioning, unit e: H 0.103; H 0.141; N 0.044; O -0.016; C -0.038; H 0.140; C 0.029; H 0.142; C -0.445; C -0.119; C -0.027; N -0.177; O 0.069; H 0.116; C 0.035; C -0.053; C 0.052; H 0.119; N -0.246; N 0.167; C -0.030; N 0.157; H 0.105; C -0.124; C -0.212; H 0.090; H 0.087; C -0.099; O -0.009

=====

DFT (wB97M-V/def2-TZVPD) results for a single C12H17NOS molecule at a distorted geometry.

XYZ file:
```
32
Properties=species:S:1:pos:R:3
H -1.8746 0.0673 -2.4399
C -1.4106 -0.1263 -1.4844
H -0.6766 1.8771 -1.3355
H -3.2705 -0.6473 -0.4333
H -2.1847 -2.0283 1.2818
O 3.4412 2.5495 -0.5018
C 0.6940 -0.9558 -0.3723
H -0.2005 -2.8938 -0.0962
C -0.5839 0.9656 0.6251
H -0.0888 -1.6512 -2.3067
C -1.5601 -1.3900 0.6682
H 1.4383 1.5492 -1.3727
C -0.0320 -0.7057 -1.7242
H 0.3131 -2.1795 1.3646
C -1.2817 1.2084 -0.7411
H 4.0964 0.5545 1.4671
H -0.9965 -0.2412 2.4053
C 2.8251 1.7252 0.1432
C 3.1740 1.1617 1.5156
H 0.5113 0.0288 -2.3760
H -0.4459 1.8736 1.2367
C -1.4546 -0.0452 1.4270
H 3.2876 1.9613 2.2635
C -2.2711 -1.0779 -0.6697
C -0.1629 -1.9548 0.4547
N 1.6400 1.3184 -0.3887
H -2.2548 1.6827 -0.6422
C 0.8105 0.3772 0.3763
H -2.4237 -2.0009 -1.2744
H 1.6693 -1.4000 -0.6060
H -2.4681 0.3542 1.6075
S 1.7407 0.0428 1.9281
```

As for the SMILES: O=C1CS[C@]2(N1)[C@@H]1C[C@H]3C[C@@H](C1)C[C@@H]2C3. The calculation puts the gap between HOMO and LUMO at 9.64 eV. The charge is 0.

Charges per atom according to Löwdin partitioning, unit e: H 0.134; C -0.318; H 0.103; H 0.127; H 0.134; O 0.047; C -0.268; H 0.122; C -0.249; H 0.130; C -0.285; H 0.153; C -0.112; H 0.074; C -0.100; H 0.088; H 0.099; C -0.538; C -0.302; H 0.122; H 0.145; C -0.121; H 0.087; C -0.119; C -0.126; N 0.101; H 0.121; C -0.622; H 0.126; H 0.143; H 0.124; S 0.978

=====

DFT (wB97M-V/def2-TZVPD) results for a molecular structure, C29H28CdClF5N5O2S.

XYZ file:
```
72
Properties=species:S:1:pos:R:3
H 3.8905 -5.3371 5.6913
H 1.9088 -1.7400 1.9440
H -1.8413 2.3803 -1.3730
F 0.8972 -4.4224 -2.8591
H 0.4148 -1.2722 3.1880
H -3.8684 0.9982 3.5680
F -1.8612 -1.6572 -0.1654
H 0.8274 4.6382 0.6330
C -2.5011 1.5300 1.2701
H 3.6974 -3.6085 5.4065
H -0.8538 5.1936 0.6944
C -0.3102 0.3320 -3.3797
H -3.1396 -0.4767 5.4267
C -1.2901 -0.9765 4.4536
C -1.6768 -2.7399 -0.9870
N 3.8685 -3.7610 2.6723
H -0.4330 0.2656 -5.5167
H 6.0491 -0.7936 1.5319
N -0.9468 -0.0352 2.2809
C -0.5793 3.0789 0.9472
C 4.2785 -4.7462 3.6684
C 4.0298 -1.4397 1.8284
C -2.5172 -0.3417 4.5571
H 2.9281 1.7104 -0.0337
C 1.6313 -4.6094 2.0470
H -2.0602 2.1447 -5.6373
C -1.3812 -4.9308 -2.6348
C 3.5236 -4.5960 4.9864
H 1.0232 -4.8737 1.1863
H 3.5147 -5.1231 1.1543
C -0.5490 -0.7951 3.2974
F -3.9585 -3.2302 -0.7271
C -2.0693 2.3900 -3.4964
H -0.0105 4.7362 2.1819
S 1.0083 -2.0689 -1.1530
C -2.7752 -3.5351 -1.2675
C 3.2745 0.8192 0.4779
O 0.1583 2.2425 0.4362
C -0.7743 0.7508 -4.6180
H 5.3460 -4.6061 3.8604
Cd 0.2154 -0.0282 0.0172
C 2.7062 -1.1024 1.5862
H -0.9252 -1.6083 5.2481
C 3.0388 -4.2342 1.5845
H 4.1186 -5.7401 3.2484
C -1.5521 1.9066 -2.2996
N 2.3321 -0.0060 0.9265
H 0.4024 -0.4793 -3.3026
N -0.6979 0.8920 -2.2351
H 1.1530 -3.7832 2.5690
C 4.6251 0.5718 0.6664
C -2.1064 0.6136 2.4024
Cl -3.1774 3.7068 -3.4659
C -0.2948 -4.1234 -2.3371
H -2.3459 3.5629 1.8135
C -2.6384 -4.6412 -2.0991
H 2.9885 -3.4772 0.7998
H 5.3638 1.2664 0.2967
H -2.2337 1.0441 0.3235
N -1.8348 2.8227 1.3547
C -2.9235 0.4791 3.5179
F -3.6871 -5.4141 -2.3768
H -3.5769 1.7066 1.2916
H 1.6608 -5.4629 2.7179
O 5.2888 -2.2777 3.6011
C 4.4509 -2.5476 2.7586
F -1.2259 -5.9865 -3.4299
C -0.4040 -2.9970 -1.5025
C -1.6783 1.7968 -4.6901
H 2.4542 -4.7430 4.8553
C 5.0089 -0.5694 1.3494
C -0.1311 4.5055 1.1255
```

The calculation puts the gap between HOMO and LUMO at 7.87 eV. The charge is +1.

Charges per atom according to Löwdin partitioning, unit e: H 0.079; H 0.073; H 0.080; F 0.084; H 0.086; H 0.120; F -0.024; H 0.092; C -0.113; H 0.074; H 0.094; C -0.147; H 0.119; C -0.027; C -0.223; N -0.059; H 0.116; H 0.133; N 0.054; C -0.523; C -0.190; C -0.084; C -0.028; H 0.109; C -0.063; H 0.119; C -0.136; C -0.064; H 0.073; H 0.130; C -0.111; F 0.121; C -0.645; H 0.097; S 0.594; C -0.146; C -0.130; O -0.073; C -0.030; H 0.124; Cd 1.282; C -0.142; H 0.116; C -0.204; H 0.122; C -0.178; N -0.068; H 0.064; N -0.001; H 0.058; C -0.020; C -0.270; Cl 0.711; C -0.247; H 0.157; C -0.131; H 0.084; H 0.115; H 0.084; N 0.091; C -0.001; F 0.135; H 0.138; H 0.072; O 0.081; C -0.421; F 0.136; C -0.576; C -0.061; H 0.060; C 0.033; C 0.027

=====

Energy relative to the best compared isomer or geometry (same formula, charge and spin): 6.3 0.0 9.7 7.9 0.0 0.0 (kcal per mole)